Computed, not measured: C13H17NO3S3 in the gas phase, with wB97M-V/def2-TZVPD.

```
37
Properties=species:S:1:pos:R:3:mulliken_charge:R:1
O 0.462 -0.525 4.827 -0.647
S 1.505 -0.887 3.910 1.183
O 2.844 -0.486 4.229 -0.667
C 1.414 -2.677 3.558 -0.799
C 0.433 -2.703 2.411 -0.723
H 0.407 -3.670 1.907 0.352
H -0.566 -2.476 2.788 0.381
C 0.865 -1.601 1.429 -0.303
N -0.099 -1.450 0.368 -0.157
C 0.197 -1.425 -0.942 0.483
S 1.701 -1.654 -1.551 -0.344
S -1.240 -1.141 -1.931 -0.187
C -0.520 -0.911 -3.584 -0.763
H -1.360 -1.030 -4.267 0.458
H 0.214 -1.702 -3.737 0.429
C 0.131 0.460 -3.768 -0.403
O -0.776 1.515 -3.560 -0.438
C -0.962 2.040 -2.309 0.535
C -0.091 1.917 -1.233 -0.049
C -0.391 2.533 -0.029 -0.618
C -1.549 3.272 0.122 -0.692
C -2.414 3.404 -0.953 -0.398
C -2.125 2.796 -2.157 -0.548
H -2.785 2.891 -3.004 0.427
H -3.319 3.983 -0.852 0.369
H -1.773 3.744 1.066 0.407
H 0.299 2.435 0.797 0.457
H 0.827 1.353 -1.309 0.354
H 1.019 0.543 -3.136 0.263
H 0.447 0.544 -4.813 0.336
H -1.052 -1.246 0.636 0.344
C 1.039 -0.317 2.230 -0.741
H 1.825 0.327 1.852 0.324
H 0.105 0.231 2.327 0.340
H 1.812 -1.883 0.956 0.204
H 1.067 -3.196 4.445 0.449
H 2.409 -3.009 3.277 0.384
```

Values from the calculation:
total energy: -1980.5958 Ha
energy above the lowest of the compared OMol25 structures with the same formula, charge and spin: 13.2 kJ/mol
structure (SMILES): O=S1(=O)CC[C@@H](NC(=S)SCCOc2ccccc2)C1
LUMO: 0.01011 Ha
F_max: 0.015 hartree/bohr
HOMO-LUMO gap: 8.771 eV

***

Computed, not measured: C5H8N2 in the gas phase, with wB97M-V/def2-TZVPD.

```
15
Properties=species:S:1:pos:R:3:mulliken_charge:R:1
C 0.973 1.760 -0.255 -0.991
C -0.139 0.903 -0.854 -0.561
N -0.355 -0.325 -0.098 0.189
C -1.019 -0.392 1.125 -0.283
C -0.901 -1.631 1.692 -0.778
N -0.134 -2.301 0.716 -0.106
C 0.151 -1.527 -0.371 -0.152
H 1.108 2.671 -0.846 0.353
H 0.732 2.047 0.774 0.313
H 1.920 1.211 -0.241 0.303
H 0.088 0.629 -1.888 0.317
H -1.088 1.451 -0.859 0.309
H -1.554 0.467 1.496 0.364
H -0.512 -3.211 0.873 0.373
H 0.729 -1.752 -1.264 0.351
```

Values from the calculation:
total energy: -304.7356 Ha
energy above the lowest of the compared OMol25 structures with the same formula, charge and spin: 262.4 kJ/mol
LUMO: 0.02798 Ha
F_max: 0.042 hartree/bohr
HOMO-LUMO gap: 8.466 eV

***

Computed, not measured: C6H11N in the gas phase, with wB97M-V/def2-TZVPD.

```
18
Properties=species:S:1:pos:R:3:mulliken_charge:R:1
C 2.046 0.971 -1.106 -1.259
C 0.707 0.256 -1.277 -0.417
C -0.332 0.563 -0.179 -0.847
C -0.519 -0.536 0.898 0.705
C -1.854 -0.387 1.643 -1.520
C -0.428 -1.864 0.272 0.194
N -0.315 -2.873 -0.283 -0.508
H 2.783 0.574 -1.813 0.369
H 1.951 2.046 -1.292 0.315
H 2.451 0.838 -0.095 0.297
H 0.281 0.522 -2.251 0.291
H 0.883 -0.824 -1.329 0.343
H -0.069 1.491 0.346 0.397
H -1.314 0.738 -0.636 0.316
H 0.302 -0.482 1.624 0.193
H -1.898 0.584 2.147 0.361
H -2.690 -0.445 0.938 0.370
H -1.986 -1.172 2.392 0.398
```

Values from the calculation:
total energy: -289.9628 Ha
energy above the lowest of the compared OMol25 structures with the same formula, charge and spin: 23.5 kJ/mol
structure (SMILES): CCC[C@@H](C)C#N
LUMO: 0.03479 Ha
F_max: 0.021 hartree/bohr
HOMO-LUMO gap: 12.260 eV

***

Computed, not measured: 2 unconnected molecules or ions with the total composition C2H7NOP, with wB97M-V/def2-TZVPD.

```
12
Properties=species:S:1:pos:R:3:mulliken_charge:R:1
C -1.207 -2.228 1.563 -0.607
C 0.295 1.433 -0.329 -0.916
N -0.573 -1.293 2.226 -0.400
O -0.799 -0.024 1.937 -0.544
P -1.524 0.909 -0.704 -0.070
H -1.791 -2.151 0.663 0.297
H -0.891 -3.144 1.996 0.331
H 0.975 0.687 -0.816 0.200
H 0.461 2.360 -0.767 0.367
H -1.825 0.711 0.711 0.104
H -2.014 2.216 -0.724 -0.057
H 0.572 1.416 0.751 0.298
```

Values from the calculation:
total energy: -551.6500 Ha
energy above the lowest of the compared OMol25 structures with the same formula, charge and spin: 41.8 kJ/mol
LUMO: 0.16304 Ha
F_max: 0.053 hartree/bohr
HOMO-LUMO gap: 6.848 eV
total charge: -1